[1]
ORCA calculation (ωB97M-V/def2-TZVPD) on the molecule C4H8O2.

Structure (XYZ):
```
14
Properties=species:S:1:pos:R:3
C 1.30 0.53 0.27
C 0.17 -0.46 0.15
O 0.54 -1.82 0.07
C -1.13 -0.20 0.85
C -1.04 -0.03 -0.64
O -1.12 1.28 -1.12
H 1.78 0.49 1.25
H 0.91 1.53 0.11
H 2.06 0.33 -0.50
H 1.50 -1.87 0.01
H -1.67 -1.07 1.22
H -1.21 0.70 1.46
H -1.53 -0.79 -1.25
H -0.59 1.34 -1.92
```

## Properties
HOMO level	-9.0	eV
SMILES string	C[C@@]1(O)C[C@H]1O
DFT total energy	-8371.4184	eV
relative energy (zero: lowest compared OMol25 entry of this formula, charge and spin)	179.8	kJ/mol



[2]
ORCA calculation (ωB97M-V/def2-TZVPD) on a 8-piece molecular cluster, C30H60Br2O14 overall.

Structure (XYZ):
```
106
Properties=species:S:1:pos:R:3
C 14.67 -11.87 -11.44
C 13.74 -12.03 -10.21
O 12.47 -12.41 -10.62
C 12.25 -13.54 -11.29
C 10.83 -13.77 -11.76
O 13.04 -14.36 -11.47
H 14.30 -11.22 -12.23
H 14.91 -12.81 -11.94
H 15.65 -11.48 -11.16
H 14.13 -12.76 -9.50
H 13.83 -11.03 -9.78
H 10.13 -13.11 -11.24
H 10.53 -14.82 -11.67
H 10.71 -13.49 -12.80
C 10.45 -9.85 -11.40
C 9.32 -9.12 -12.30
O 8.01 -9.12 -11.61
C 7.36 -10.23 -11.65
C 6.07 -10.15 -10.81
O 7.68 -11.22 -12.28
H 10.06 -10.81 -11.08
H 10.79 -9.30 -10.52
H 11.37 -10.00 -11.97
H 9.66 -8.12 -12.59
H 9.36 -9.64 -13.26
H 6.16 -9.62 -9.87
H 5.90 -11.12 -10.35
H 5.20 -9.82 -11.39
C 11.99 -15.00 -15.55
C 10.68 -15.84 -15.18
O 10.69 -17.04 -15.99
C 10.00 -17.11 -17.14
C 9.89 -18.51 -17.72
O 9.47 -16.20 -17.66
H 12.85 -15.67 -15.60
H 12.17 -14.20 -14.83
H 11.77 -14.55 -16.51
H 10.73 -16.12 -14.12
H 9.75 -15.28 -15.25
H 10.65 -18.90 -18.39
H 9.00 -18.71 -18.30
H 9.97 -19.16 -16.85
C 15.10 -6.78 -17.02
C 16.25 -7.82 -16.95
O 17.38 -7.39 -17.69
C 18.55 -7.28 -17.11
C 19.55 -6.79 -18.10
O 18.81 -7.38 -15.91
H 14.24 -7.15 -16.46
H 14.93 -6.45 -18.05
H 15.32 -5.81 -16.58
H 16.43 -8.05 -15.90
H 15.89 -8.77 -17.35
H 19.30 -7.02 -19.13
H 20.56 -7.13 -17.85
H 19.43 -5.71 -17.96
C 9.50 -11.21 -22.60
C 9.16 -10.47 -21.25
O 8.76 -11.30 -20.19
C 9.59 -11.94 -19.34
C 8.86 -12.76 -18.30
O 10.83 -11.93 -19.42
H 8.66 -11.78 -23.00
H 10.37 -11.87 -22.55
H 9.62 -10.50 -23.42
H 10.09 -9.97 -20.97
H 8.33 -9.83 -21.51
H 8.57 -13.75 -18.65
H 7.99 -12.17 -18.01
H 9.62 -12.80 -17.52
C 15.33 -12.95 -16.15
C 15.63 -13.09 -14.64
O 16.60 -12.21 -14.36
C 16.43 -10.84 -14.52
C 17.75 -10.08 -14.28
O 15.42 -10.21 -14.71
H 16.28 -12.82 -16.66
H 14.78 -12.06 -16.46
H 14.76 -13.68 -16.72
H 14.71 -12.86 -14.10
H 16.01 -14.08 -14.41
H 18.07 -9.44 -15.10
H 18.58 -10.72 -13.98
H 17.47 -9.33 -13.54
C 5.96 -9.55 -19.55
C 6.78 -8.89 -18.38
O 6.84 -10.01 -17.44
C 7.44 -9.84 -16.23
C 7.26 -11.11 -15.42
O 8.05 -8.81 -15.79
H 5.67 -8.86 -20.35
H 5.01 -9.97 -19.22
H 6.45 -10.46 -19.90
H 7.83 -8.78 -18.66
H 6.24 -8.05 -17.95
H 7.56 -10.85 -14.40
H 7.76 -11.96 -15.89
H 6.25 -11.32 -15.09
Br 12.08 -8.80 -18.51
C 12.52 -9.97 -17.04
C 11.29 -10.03 -16.13
Br 11.26 -11.37 -14.64
H 13.39 -9.71 -16.44
H 12.77 -10.96 -17.45
H 10.42 -10.16 -16.77
H 11.24 -9.06 -15.63
```

## Properties
HOMO level	-10.1	eV
SMILES string	CCOC(C)=O.CCOC(C)=O.CCOC(C)=O.CCOC(C)=O.CCOC(C)=O.CCOC(C)=O.CCOC(C)=O.BrCCBr
DFT total energy	-200832.0512	eV
relative energy (zero: lowest compared OMol25 entry of this formula, charge and spin)	272.6	kJ/mol



[3]
ORCA calculation (ωB97M-V/def2-TZVPD) on C3H4CoO3 as an isolated structure.

Structure (XYZ):
```
11
Properties=species:S:1:pos:R:3
H -1.18 -2.30 -1.62
H -0.14 -0.17 2.99
C -0.17 -0.35 1.90
C 0.04 0.70 1.09
O 0.26 0.34 -0.27
C 0.55 1.28 -1.15
O 0.46 0.70 -2.31
Co -0.21 -1.71 -0.42
O -0.30 -1.58 1.48
H 0.18 1.74 1.34
H 0.53 1.35 -3.02
```

## Properties
HOMO level (alpha / beta)	-14.1 / -14.7	eV
DFT total energy	-46932.3667	eV
charge	+1
2S+1	5
relative energy (zero: lowest compared OMol25 entry of this formula, charge and spin)	148.2	kJ/mol



[4]
ORCA calculation (ωB97M-V/def2-TZVPD) on a 2-piece molecular cluster, C2H5I2OP overall.

Structure (XYZ):
```
11
Properties=species:S:1:pos:R:3
C -0.51 0.97 -1.27
C -0.10 -0.02 -0.21
O 0.36 -1.23 -0.76
P 1.26 -2.31 0.03
I -1.04 -0.53 3.95
I 2.19 -1.08 1.92
H 0.30 0.90 -1.98
H -1.55 0.91 -1.58
H -0.35 1.93 -0.90
H -1.04 -0.15 0.41
H 0.50 0.60 0.40
```

## Properties
HOMO level (alpha / beta)	-7.4 / -7.4	eV
DFT total energy	-29690.4867	eV
relative energy (zero: lowest compared OMol25 entry of this formula, charge and spin)	314.0	kJ/mol



[5]
ORCA calculation (ωB97M-V/def2-TZVPD) on C39H43CsN12S4 as an isolated structure.

Structure (XYZ):
```
99
Properties=species:S:1:pos:R:3
Cs -0.27 0.56 0.35
C -2.16 0.75 -2.56
N -1.33 -0.44 -2.69
C -0.20 -0.27 -3.62
C 1.15 -0.04 -2.91
N 2.05 -1.17 -3.05
C 1.57 -2.35 -2.37
C 3.44 -0.90 -3.21
C 3.77 -0.23 -4.39
C 5.06 0.12 -4.72
C 6.09 -0.25 -3.86
C 5.79 -0.93 -2.70
C 4.48 -1.25 -2.31
S 4.28 -2.02 -0.73
C -2.13 -1.62 -2.87
C -2.37 -2.10 -4.16
C -3.12 -3.24 -4.40
C -3.67 -3.91 -3.31
C -3.47 -3.43 -2.03
C -2.71 -2.28 -1.76
S -2.53 -1.78 -0.09
H -2.63 1.03 -3.51
H -1.57 1.61 -2.20
H -2.94 0.56 -1.82
H -0.41 0.56 -4.31
H -0.08 -1.17 -4.22
H 0.92 0.09 -1.85
H 1.64 0.86 -3.26
H 0.59 -2.63 -2.79
H 1.43 -2.21 -1.29
H 2.26 -3.18 -2.51
H 2.95 0.01 -5.07
H 5.26 0.65 -5.64
H 7.12 0.00 -4.09
H 6.58 -1.19 -2.01
H -1.96 -1.56 -5.00
H -3.28 -3.59 -5.41
H -4.26 -4.81 -3.46
H -3.91 -3.94 -1.19
C -2.40 -2.03 3.37
C -0.94 -1.77 3.16
N -0.31 -0.72 3.53
N -1.03 0.30 4.08
C -0.41 1.47 4.42
N -1.27 2.52 4.46
S 1.19 1.60 4.83
C -0.15 -2.79 2.42
C -0.72 -4.00 2.02
C 0.02 -4.88 1.25
C 1.31 -4.54 0.89
C 1.81 -3.32 1.34
N 1.11 -2.47 2.08
H -2.85 -1.39 4.13
H -2.56 -3.06 3.71
H -2.93 -1.94 2.42
H -2.02 0.33 3.91
H -2.02 2.53 3.78
H -0.81 3.40 4.61
H -1.75 -4.23 2.25
H -0.42 -5.80 0.90
H 1.93 -5.16 0.25
H 2.80 -2.99 1.03
C 3.99 -1.02 3.80
C 4.35 0.23 3.08
N 5.29 1.06 3.41
N 5.21 2.03 2.44
C 4.23 1.82 1.53
S 3.82 2.77 0.23
N 3.69 0.64 1.96
N 2.61 0.01 1.35
H 4.72 -1.18 4.60
H 4.01 -1.87 3.11
H 2.99 -0.94 4.22
H 5.83 2.81 2.43
H 2.99 -0.60 0.61
H 2.13 -0.56 2.04
C -6.02 1.27 2.89
C -4.89 0.48 2.72
C -3.74 1.03 2.17
C -3.72 2.35 1.74
C -4.85 3.14 1.91
C -5.99 2.60 2.49
N -2.50 2.82 1.15
N -2.68 3.83 0.45
C -1.54 4.37 -0.22
C -1.71 5.73 -0.54
C -0.70 6.40 -1.19
C 0.45 5.68 -1.54
C 0.55 4.33 -1.24
C -0.44 3.58 -0.57
H -6.92 0.85 3.32
H -4.91 -0.56 3.00
H -2.86 0.41 2.01
H -4.82 4.17 1.57
H -6.87 3.22 2.62
H -2.64 6.22 -0.27
H -0.79 7.45 -1.43
H 1.26 6.18 -2.06
H 1.47 3.83 -1.55
```

## Properties
HOMO level	-1.7	eV
DFT total energy	-102910.2593	eV
charge	-2
relative energy (zero: lowest compared OMol25 entry of this formula, charge and spin)	0.0	kJ/mol



[6]
ORCA calculation (ωB97M-V/def2-TZVPD) on a 9-piece molecular cluster, C6H30N10O9 overall.

Structure (XYZ):
```
55
Properties=species:S:1:pos:R:3
N -9.11 -12.76 8.12
C -10.06 -12.89 9.03
N -10.88 -13.83 8.56
O -10.13 -12.39 10.11
H -8.32 -12.20 8.41
H -8.97 -13.21 7.23
H -10.65 -14.29 7.69
H -11.65 -14.05 9.18
N -10.08 -9.29 8.12
C -10.96 -8.98 7.23
N -11.81 -8.15 7.71
O -10.76 -9.22 6.03
H -10.00 -8.63 8.88
H -9.24 -9.71 7.74
H -11.77 -8.04 8.71
H -12.50 -7.71 7.11
N -11.25 -13.93 11.95
C -11.73 -13.26 12.88
N -12.04 -14.04 13.83
O -11.90 -12.05 12.89
H -10.76 -13.46 11.20
H -11.24 -14.94 11.94
H -12.03 -15.05 13.75
H -12.38 -13.59 14.67
N -6.28 -9.12 7.67
C -6.37 -10.39 8.04
N -5.48 -11.13 7.44
O -7.20 -10.76 8.90
H -6.94 -8.50 8.12
H -5.46 -8.68 7.27
H -5.42 -12.10 7.71
H -5.00 -10.84 6.60
N -6.12 -8.97 11.43
C -5.39 -8.18 10.69
N -5.97 -7.06 10.43
O -4.21 -8.34 10.46
H -7.13 -8.96 11.38
H -5.67 -9.81 11.77
H -6.87 -6.85 10.85
H -5.56 -6.37 9.81
C -6.76 -12.47 12.82
O -5.65 -11.95 12.13
H -7.66 -11.96 12.49
H -6.88 -13.55 12.73
H -6.85 -12.21 13.87
H -5.70 -12.22 11.21
O -10.01 -9.95 13.40
H -10.70 -10.59 13.53
H -9.94 -9.86 12.44
O -13.22 -11.73 10.03
H -12.62 -11.64 10.76
H -12.67 -11.60 9.25
O -9.30 -10.10 10.92
H -9.77 -10.90 10.66
H -8.54 -10.07 10.33
```

## Properties
HOMO level	-9.3	eV
SMILES string	NC(N)=O.NC(N)=O.NC(N)=O.NC(N)=O.NC(N)=O.CO.O.O.O
DFT total energy	-40039.8433	eV
relative energy (zero: lowest compared OMol25 entry of this formula, charge and spin)	301.6	kJ/mol



[7]
ORCA calculation (ωB97M-V/def2-TZVPD) on C52H49Cl2CrN2O6PSb as an isolated structure.

Structure (XYZ):
```
114
Properties=species:S:1:pos:R:3
Cr 1.11 3.62 0.08
N 2.12 2.20 1.28
C 1.17 1.66 2.25
C 0.07 2.64 2.62
O -0.62 2.37 3.61
N -0.01 3.58 1.75
C -1.09 4.55 1.80
C -0.96 5.54 0.63
O -1.60 6.54 0.45
O 0.02 5.23 -0.27
H 2.63 1.61 0.68
H 2.84 2.75 1.82
H 1.62 1.38 3.17
H 0.71 0.78 1.72
H -1.12 5.18 2.67
H -2.09 4.11 1.74
Cl -4.15 -7.40 1.89
C -3.78 -6.86 3.53
C -4.20 -7.68 4.56
C -3.98 -7.24 5.84
C -3.29 -6.07 6.05
C -2.88 -5.25 4.99
C -3.09 -5.67 3.69
P -2.54 -4.73 2.06
C -1.04 -5.89 1.81
C -0.75 -6.32 0.57
C 0.29 -7.17 0.21
C 1.18 -7.48 1.20
C 0.96 -7.05 2.52
C -0.14 -6.28 2.84
C -1.77 -3.29 2.78
C -2.54 -2.37 3.43
C -2.02 -1.13 3.86
C -0.74 -0.76 3.55
C 0.13 -1.65 2.83
C -0.42 -2.93 2.51
H -4.75 -8.57 4.24
H -4.36 -7.76 6.72
H -3.29 -5.69 7.02
H -2.41 -4.34 5.11
H -1.40 -5.98 -0.25
H 0.32 -7.62 -0.77
H 2.14 -7.94 0.99
H 1.65 -7.28 3.33
H -0.36 -6.23 3.90
H -3.51 -2.61 3.66
H -2.70 -0.54 4.51
H -0.40 0.23 3.81
H 1.15 -1.38 2.63
H 0.29 -3.60 2.07
C 2.98 6.97 -1.31
C 3.68 6.36 -0.18
C 3.29 6.68 1.15
C 3.73 5.89 2.19
Cl 3.17 6.29 3.75
C 4.59 4.81 1.98
C 5.01 4.54 0.67
C 4.62 5.32 -0.37
O 4.89 4.96 -1.67
C 4.83 3.59 -2.03
C 3.56 2.88 -1.48
O 3.55 1.69 -1.16
O 2.58 3.70 -1.42
H 2.06 7.45 -0.95
H 2.77 6.22 -2.08
H 3.63 7.73 -1.80
H 2.66 7.61 1.11
H 5.02 4.22 2.81
H 5.67 3.71 0.61
H 5.82 3.16 -1.79
H 4.73 3.59 -3.08
C -0.35 3.96 -3.43
C 0.14 2.93 -4.46
C 0.46 3.37 -5.77
C 0.88 2.48 -6.73
C 1.33 1.24 -6.35
C 1.04 0.76 -5.03
C 0.48 1.63 -4.06
Sb 0.10 1.09 -2.08
C -1.99 0.91 -2.31
C -2.66 1.15 -3.55
C -3.99 0.82 -3.73
C -4.72 0.27 -2.67
C -4.02 -0.08 -1.47
C -2.73 0.40 -1.25
C -2.19 0.14 0.12
C 0.50 -1.00 -2.03
C 1.48 -1.34 -1.07
C 1.80 -2.64 -0.76
C 1.09 -3.62 -1.44
C 0.03 -3.31 -2.31
C -0.32 -1.96 -2.61
C -1.36 -1.62 -3.57
H -0.81 4.88 -3.88
H 0.54 4.16 -2.81
H -1.17 3.53 -2.91
H 0.14 4.41 -5.92
H 1.06 2.88 -7.72
H 1.62 0.52 -7.12
H 1.28 -0.27 -4.77
H -2.15 1.69 -4.30
H -4.36 1.03 -4.76
H -5.78 0.17 -2.85
H -4.68 -0.49 -0.70
H -2.26 0.89 0.91
H -1.12 -0.13 0.02
H -2.65 -0.76 0.56
H 2.06 -0.53 -0.64
H 2.35 -2.97 0.09
H 1.11 -4.65 -1.07
H -0.54 -4.12 -2.70
H -1.39 -2.27 -4.35
H -1.16 -0.71 -4.10
H -2.33 -1.46 -3.10
```

## Properties
HOMO level (alpha / beta)	-4.9 / -6.0	eV
DFT total energy	-139279.7830	eV
charge	-1
2S+1	5



[8]
ORCA calculation (ωB97M-V/def2-TZVPD) on the molecule C10H8ClNO.

Structure (XYZ):
```
21
Properties=species:S:1:pos:R:3
C 2.19 -1.64 -0.08
C 2.62 -0.73 0.83
C 0.97 -1.38 -0.75
C 1.90 0.45 1.15
C 0.30 -0.26 -0.47
C 0.73 0.70 0.49
C -1.05 0.06 -1.19
C -2.25 -0.53 -0.55
C -1.28 1.94 0.04
C -3.24 0.16 0.05
N -0.05 1.87 0.75
O -1.26 1.48 -1.18
Cl -4.41 -0.86 0.70
H 2.70 -2.57 -0.33
H 3.66 -0.95 1.32
H 0.67 -2.00 -1.47
H 2.43 0.99 1.90
H -0.80 -0.11 -2.30
H -2.25 -1.63 -0.95
H -1.89 2.70 0.50
H 0.34 2.32 1.52
```

## Properties
HOMO level (alpha / beta)	-7.5 / -7.5	eV
DFT total energy	-26554.3807	eV
relative energy (zero: lowest compared OMol25 entry of this formula, charge and spin)	444.3	kJ/mol